2 unconnected molecules or ions with the total composition C4H12O, computed with wB97M-V/def2-TZVPD.

Each line ends with the Mulliken charge.
CARTESIAN COORDINATES (ANGSTROEM)
1 C 2.027 0.321 0.410  -1.00
2 C 1.573 1.170 -0.754  -0.28
3 O 0.420 1.989 -0.469  -0.52
4 H 2.737 0.836 1.067  0.35
5 H 2.515 -0.569 0.006  0.32
6 H 1.302 -0.188 1.054  0.26
7 H 2.418 1.753 -1.115  0.31
8 H 1.182 0.530 -1.535  0.26
9 H 0.653 2.629 0.208  0.29
10 C -2.179 -0.533 0.592  -0.71
11 C -1.489 -1.583 -0.278  -0.83
12 H -1.560 0.364 0.554  0.13
13 H -3.195 -0.377 0.222  0.31
14 H -2.286 -0.722 1.670  0.29
15 H -2.125 -2.457 -0.451  0.34
16 H -0.578 -2.026 0.085  0.27
17 H -1.415 -1.136 -1.267  0.22

Output
HOMO-LUMO gap ... 11.4 eV
Energy ... -6389.411 eV
E_HOMO ... -10.44 eV
Max |F| ... 1.5 eV/A
Lowest unoccupied orbital energy ... 1.00 eV
Relative energy (zero: lowest compared OMol25 entry of this formula, charge and spin) ... 0.710 eV

---

C4H8N2OS in the gas phase, computed with wB97M-V/def2-TZVPD.

Each line ends with the Mulliken charge.
CARTESIAN COORDINATES (ANGSTROEM)
1 C 2.670 -1.419 0.031  -0.77
2 C 2.231 -0.140 -0.085  0.14
3 N 0.904 0.405 -0.133  -0.02
4 S 0.922 2.163 -0.139  -0.27
5 C -0.365 -0.264 -0.076  0.58
6 O -0.502 -1.470 -0.153  -0.58
7 N -1.478 0.600 -0.087  -0.30
8 C -2.798 -0.109 0.024  -0.69
9 H 3.680 -1.739 -0.022  0.31
10 H 1.930 -2.293 -0.146  0.17
11 H 2.999 0.767 0.085  0.21
12 H 0.663 2.694 1.134  0.18
13 H -1.627 1.539 -0.616  0.30
14 H -2.745 -0.906 -0.837  0.27
15 H -2.852 -0.580 1.166  0.21
16 H -3.631 0.752 -0.145  0.26

Output
HOMO-LUMO gap ... 9.2 eV
Energy ... -20138.095 eV
E_HOMO ... -8.80 eV
Max |F| ... 3.8 eV/A
Lowest unoccupied orbital energy ... 0.35 eV
Relative energy (zero: lowest compared OMol25 entry of this formula, charge and spin) ... 2.739 eV

---

A molecular structure, C18H23N3PS2Se2V, computed with wB97M-V/def2-TZVPD.

Each line ends with the Mulliken spin population.
CARTESIAN COORDINATES (ANGSTROEM)
1 V -0.020 1.505 1.010  2.13
2 S 1.422 3.308 1.629  -0.03
3 C 2.616 3.339 0.375  -0.01
4 C 3.539 4.392 0.334  0.00
5 C 4.531 4.471 -0.631  0.01
6 C 5.446 5.577 -0.615  0.00
7 N 6.168 6.473 -0.594  0.00
8 C 4.622 3.464 -1.610  0.00
9 C 3.713 2.415 -1.580  0.01
10 C 2.712 2.324 -0.612  0.00
11 S 1.616 0.966 -0.643  -0.03
12 C 5.631 3.506 -2.628  0.00
13 N 6.437 3.541 -3.450  0.00
14 H 3.471 5.168 1.086  0.00
15 H 3.778 1.639 -2.332  0.00
16 C -1.168 -3.729 0.097  0.00
17 C -0.400 -2.410 0.016  -0.03
18 C 0.743 -2.394 1.039  0.01
19 P -1.317 -0.786 0.139  -0.04
20 C -2.086 -0.566 -1.547  0.00
21 C -1.137 0.190 -2.478  0.01
22 C -2.584 -1.826 -2.257  0.00
23 C -2.815 -1.020 1.232  -0.01
24 C -4.041 -1.750 0.684  0.00
25 C -2.460 -1.571 2.614  0.01
26 H -0.477 -4.564 -0.059  0.00
27 H -1.958 -3.805 -0.648  0.00
28 H -1.619 -3.867 1.079  0.00
29 H 0.052 -2.344 -0.983  0.00
30 H 0.358 -2.411 2.061  0.00
31 H 1.352 -1.497 0.935  0.01
32 H 1.385 -3.272 0.908  0.00
33 H -2.923 0.103 -1.333  0.00
34 H -0.195 -0.348 -2.619  0.00
35 H -0.901 1.173 -2.069  0.00
36 H -1.604 0.314 -3.461  0.00
37 H -1.747 -2.480 -2.519  0.00
38 H -3.070 -1.538 -3.195  0.00
39 H -3.297 -2.407 -1.677  0.00
40 H -3.084 0.032 1.361  0.01
41 H -3.843 -2.805 0.482  0.00
42 H -4.430 -1.288 -0.224  0.00
43 H -4.837 -1.707 1.436  0.00
44 H -2.198 -2.631 2.587  0.00
45 H -3.323 -1.471 3.280  0.00
46 H -1.632 -1.032 3.069  0.00
47 Se 0.850 -1.030 5.283  0.02
48 C 0.529 -0.140 3.760  0.05
49 N 0.274 0.415 2.771  -0.03
50 Se -2.078 2.375 0.493  -0.07

Output
HOMO-LUMO gap (alpha / beta) ... 5.4 / 5.9 eV
Energy ... -210854.193 eV
Total charge ... -2
Multiplicity ... 3
E_HOMO (alpha / beta) ... -0.98 / -1.54 eV
<S²> ... 2.050
Max |F| ... 0.7 eV/A
Lowest unoccupied orbital energy (alpha / beta) ... 4.39 / 4.39 eV
Relative energy (zero: lowest compared OMol25 entry of this formula, charge and spin) ... 0.000 eV